(1)
Computed, not measured: a 2-piece molecular cluster, C2H8NO2 overall at a distorted geometry, with the ωB97M-V functional and the def2-TZVPD basis.

```
! RIJCOSX wB97M-V def2-TZVPD def2/J DEFGRID3
* xyz 1 1
C -0.063 2.667 1.284
N 0.696 1.485 0.757
H -1.103 2.362 1.381
H 0.456 3.063 2.154
H -0.089 3.441 0.525
H 1.654 1.733 0.494
H 0.252 0.928 0.017
H 0.837 0.779 1.487
O -0.638 -1.305 0.284
C -0.278 -1.984 -0.631
O 0.076 -1.370 -1.801
H -0.252 -3.064 -0.751
H 0.242 -2.074 -2.430
*
```

Summary:
E_HOMO	-15.10	eV
gap between HOMO and LUMO	11.6	eV



(2)
Computed, not measured: C45H49BaBrIN7O4 as an isolated structure at a distorted geometry, with the ωB97M-V functional and the def2-TZVPD basis.

```
! RIJCOSX wB97M-V def2-TZVPD def2/J DEFGRID3
* xyz -2 1
Ba 0.346 -0.756 0.246
O -5.749 -6.561 0.460
C -6.438 -5.534 0.348
O -7.653 -5.437 0.096
C -5.659 -4.192 0.381
C -6.279 -2.988 0.070
C -5.549 -1.812 0.117
N -4.264 -1.744 0.445
C -3.671 -2.896 0.757
C -4.314 -4.131 0.739
C -2.222 -2.835 1.166
O -1.780 -3.697 1.940
O -1.506 -1.886 0.697
H -7.326 -3.000 -0.198
H -6.024 -0.867 -0.124
H -3.792 -5.036 1.003
N 5.193 -0.263 1.531
C 5.627 -1.268 0.680
C 4.499 -1.867 0.198
N 3.379 -1.252 0.710
C 3.826 -0.295 1.502
C 2.954 0.596 2.291
N 1.644 0.552 2.232
C 1.184 1.499 3.122
C 2.246 2.110 3.721
N 3.383 1.528 3.187
H 5.776 0.434 1.957
H 6.669 -1.454 0.510
H 4.409 -2.683 -0.491
H 0.139 1.691 3.258
H 2.297 2.897 4.445
H 4.326 1.762 3.435
C 2.254 4.995 -1.216
C 2.177 3.968 -0.082
C 3.244 4.305 0.962
C 0.791 3.870 0.526
C 0.411 4.896 1.380
C -0.753 4.867 2.123
C -1.566 3.742 2.004
C -1.261 2.701 1.160
C -2.226 1.527 1.033
C -3.197 1.761 -0.124
C -2.979 1.180 2.311
C -0.071 2.739 0.336
N 0.150 1.670 -0.467
C 0.844 1.733 -1.695
C 0.996 0.704 -2.570
N 0.552 -0.628 -2.468
C 0.321 -1.246 -3.682
C 0.592 -2.655 -3.834
C 0.591 -3.234 -5.085
C 0.272 -2.538 -6.240
C -0.187 -1.246 -6.090
C -0.244 -0.615 -4.857
C -1.143 0.616 -4.804
C -0.667 1.777 -5.676
C -2.567 0.223 -5.198
C 0.821 -3.596 -2.671
C -0.423 -3.672 -1.778
C 2.089 -3.306 -1.876
H 3.253 5.028 -1.654
H 2.021 5.990 -0.834
H 1.541 4.775 -2.009
H 2.431 2.988 -0.485
H 3.168 5.337 1.307
H 4.242 4.178 0.538
H 3.153 3.661 1.837
H 1.078 5.745 1.491
H -1.017 5.681 2.784
H -2.475 3.685 2.588
H -1.669 0.642 0.754
H -3.782 2.663 0.063
H -3.866 0.910 -0.229
H -2.646 1.890 -1.054
H -3.700 1.954 2.578
H -2.306 1.047 3.159
H -3.529 0.250 2.162
H 1.146 2.707 -2.051
H 1.505 0.970 -3.492
H 0.843 -4.288 -5.151
H 0.300 -3.018 -7.209
H -0.587 -0.724 -6.953
H -1.191 0.963 -3.782
H -0.648 1.494 -6.731
H 0.336 2.096 -5.400
H -1.334 2.634 -5.578
H -2.624 -0.099 -6.241
H -3.250 1.064 -5.070
H -2.922 -0.598 -4.579
H 0.959 -4.594 -3.117
H -0.722 -2.678 -1.463
H -0.247 -4.284 -0.895
H -1.269 -4.089 -2.322
H 2.070 -2.290 -1.507
H 2.972 -3.397 -2.512
H 2.193 -3.998 -1.040
Br -1.217 -0.631 6.672
C 0.610 -0.725 6.190
C 1.516 -0.058 7.007
C 2.865 -0.080 6.708
C 3.303 -0.774 5.586
C 2.389 -1.423 4.777
C 1.023 -1.411 5.063
I -0.209 -2.473 3.769
H 1.153 0.473 7.876
H 3.566 0.433 7.351
H 4.357 -0.811 5.339
H 2.729 -1.968 3.910
*
```

Summary:
E_HOMO	-0.81	eV
gap between HOMO and LUMO	3.5	eV



(3)
Computed, not measured: C30H55BCrO2P2 as an isolated structure at a distorted geometry, with the ωB97M-V functional and the def2-TZVPD basis.

```
! RIJCOSX wB97M-V def2-TZVPD def2/J DEFGRID3
* xyz 1 4
Cr 0.099 -0.313 -0.898
C -0.631 -2.157 -0.054
C 0.766 -2.274 -0.383
C 0.527 -0.573 1.217
C -0.776 -1.118 0.931
C 1.484 -1.296 0.415
C -1.738 -3.068 -0.478
H -1.435 -3.704 -1.318
H -2.622 -2.492 -0.792
H -2.048 -3.710 0.364
C -2.004 -0.858 1.740
H -2.875 -1.361 1.306
H -2.241 0.212 1.780
H -1.850 -1.217 2.771
C 0.840 0.402 2.302
H 1.176 -0.122 3.211
H -0.052 0.992 2.559
H 1.633 1.101 1.992
C 2.965 -1.196 0.551
H 3.311 -1.845 1.372
H 3.275 -0.168 0.789
H 3.470 -1.512 -0.371
C 1.389 -3.326 -1.240
H 1.770 -4.158 -0.629
H 2.228 -2.910 -1.814
H 0.650 -3.723 -1.945
C -1.932 0.922 -5.381
C -2.066 -0.417 -5.270
C -1.273 -1.399 -6.059
C 0.223 -1.012 -6.264
C 0.896 -0.286 -5.134
C 0.978 1.057 -5.032
C 0.346 2.010 -5.996
C -1.109 1.643 -6.397
H -1.752 -1.530 -7.046
H 0.290 -0.453 -7.208
H -1.316 -2.384 -5.570
H -1.066 1.091 -7.346
H -2.628 1.558 -4.822
H -2.877 -0.832 -4.666
H -1.629 2.593 -6.603
H 0.361 3.025 -5.569
H 1.746 1.526 -4.418
H 0.957 2.085 -6.916
H 0.764 -1.961 -6.403
H 1.474 -0.934 -4.471
P -1.631 1.335 -1.911
P 1.565 1.681 -1.513
C -0.782 2.683 -2.874
C 0.670 2.999 -2.469
H -1.407 3.587 -2.793
H -0.822 2.380 -3.923
H 1.279 3.217 -3.362
H 0.679 3.917 -1.856
C 2.477 2.631 -0.273
H 3.145 1.977 0.296
H 1.776 3.108 0.417
H 3.088 3.395 -0.772
C 2.921 0.867 -2.419
H 3.556 1.602 -2.935
H 2.522 0.153 -3.148
H 3.544 0.292 -1.713
C -3.427 1.122 -2.128
H -3.690 0.067 -1.969
H -3.769 1.421 -3.120
H -3.942 1.711 -1.366
C -1.040 -0.255 -2.686
H -0.095 -0.921 -2.505
H -0.723 0.134 -3.657
H -1.875 -0.955 -2.801
C -1.055 5.025 0.159
C -1.126 3.829 1.112
C -0.281 4.133 2.329
O -0.485 2.723 0.460
B -1.508 1.919 -0.045
O -2.725 2.091 0.611
C -2.606 3.298 1.394
C -2.852 2.870 2.831
C -3.716 4.247 0.959
H -1.541 4.823 -0.808
H 0.000 5.271 -0.031
H -1.515 5.916 0.610
H 0.721 4.437 2.001
H -0.719 4.961 2.904
H -0.169 3.245 2.967
H -2.926 3.747 3.480
H -3.798 2.312 2.899
H -2.055 2.218 3.207
H -3.604 4.571 -0.081
H -4.700 3.766 1.063
H -3.705 5.136 1.601
*
```

Summary:
E_HOMO (alpha / beta)	-8.45 / -8.33	eV
gap between HOMO and LUMO (alpha / beta)	6.7 / 6.2	eV



(4)
Computed, not measured: a 10-piece molecular cluster, C26H54N2O18 overall at a distorted geometry, with the ωB97M-V functional and the def2-TZVPD basis.

```
! RIJCOSX wB97M-V def2-TZVPD def2/J DEFGRID3
* xyz 0 1
C 32.712 -0.047 -10.247
C 31.329 0.335 -9.827
C 30.225 0.258 -10.917
O 29.076 -0.173 -10.213
C 29.464 -0.738 -9.067
O 28.724 -1.244 -8.289
O 30.808 -0.665 -8.937
H 33.065 0.527 -11.103
H 32.720 -1.090 -10.571
H 33.355 0.011 -9.368
H 31.277 1.320 -9.350
H 30.438 -0.452 -11.722
H 30.147 1.222 -11.420
C 24.457 7.408 -15.356
C 25.902 7.436 -15.835
C 26.730 8.696 -15.601
O 27.942 8.244 -15.042
C 27.865 6.920 -14.780
O 28.747 6.293 -14.301
O 26.642 6.444 -15.099
H 24.021 6.463 -15.696
H 23.878 8.142 -15.920
H 24.286 7.428 -14.283
H 25.901 7.122 -16.881
H 26.200 9.329 -14.882
H 26.799 9.281 -16.516
C 24.661 3.582 -13.578
C 25.654 2.440 -13.641
C 26.219 1.972 -12.301
O 26.160 0.542 -12.382
C 25.370 0.193 -13.425
O 25.026 -0.915 -13.649
O 25.027 1.257 -14.161
H 23.866 3.325 -12.876
H 24.224 3.829 -14.542
H 25.152 4.477 -13.186
H 26.468 2.641 -14.345
H 25.515 2.256 -11.514
H 27.216 2.341 -12.079
C 31.763 7.970 -13.355
C 32.968 7.188 -13.797
C 32.533 5.769 -14.215
O 33.243 5.535 -15.405
C 33.763 6.689 -15.873
O 34.340 6.803 -16.895
O 33.503 7.710 -15.008
H 30.977 7.972 -14.109
H 31.953 9.007 -13.070
H 31.332 7.515 -12.457
H 33.724 7.091 -13.014
H 31.446 5.765 -14.358
H 32.649 5.025 -13.424
C 26.913 7.336 -9.466
N 26.891 8.202 -10.637
C 26.090 7.655 -11.702
C 27.291 9.494 -10.553
O 27.070 10.337 -11.398
H 25.933 7.361 -8.983
H 27.662 7.624 -8.727
H 27.169 6.315 -9.756
H 25.263 7.048 -11.328
H 25.748 8.381 -12.434
H 26.732 6.925 -12.218
H 27.862 9.685 -9.631
C 28.582 3.116 -7.543
N 27.348 2.390 -7.760
C 26.878 2.360 -9.127
C 26.554 1.989 -6.733
O 25.408 1.609 -6.837
H 28.453 4.196 -7.599
H 29.323 2.738 -8.251
H 28.965 2.792 -6.572
H 27.395 1.496 -9.562
H 25.846 2.048 -9.280
H 27.062 3.257 -9.715
H 27.051 2.036 -5.748
C 31.379 1.721 -13.886
O 31.509 2.669 -14.905
H 30.337 1.547 -13.624
H 31.861 0.761 -14.101
H 31.850 2.071 -12.952
H 32.402 2.732 -15.251
C 29.139 4.581 -11.892
O 29.545 3.854 -10.748
H 29.723 5.490 -12.070
H 29.246 4.064 -12.854
H 28.087 4.827 -11.752
H 30.505 3.741 -10.768
C 30.489 6.649 -8.889
O 30.375 7.978 -8.386
H 30.251 6.630 -9.950
H 31.514 6.286 -8.760
H 29.801 6.009 -8.329
H 30.889 8.066 -7.581
C 33.739 3.519 -11.035
O 32.380 3.615 -10.643
H 33.825 3.501 -12.122
H 34.291 4.393 -10.686
H 34.250 2.606 -10.724
H 32.278 3.441 -9.701
*
```

Summary:
E_HOMO	-9.23	eV
gap between HOMO and LUMO	9.0	eV
structure (SMILES)	C[C@H]1COC(=O)O1.C[C@H]1COC(=O)O1.C[C@H]1COC(=O)O1.C[C@H]1COC(=O)O1.CN(C)C=O.CN(C)C=O.CO.CO.CO.CO